# 1
Molecular formula: C22H54F3N4O11
Method: DFT, wB97M-V/def2-TZVPD

Values from the calculation:
Gap between HOMO and LUMO, hartree: 0.1353
Relative energy (zero: lowest compared OMol25 entry of this formula, charge and spin), eV: 0.0000
Total charge: +1
LUMO, eV: -2.328

Structure (XYZ):
```
94
Properties=species:S:1:pos:R:3:forces:R:3
N 0.380 0.880 -1.810 -0.67 -0.09 -1.90
O 0.952 0.074 -2.530 1.76 -1.68 -1.40
O 0.192 0.643 -0.660 -0.27 -0.84 4.52
O -0.101 1.884 -2.309 -0.71 2.71 -1.08
C -1.933 -1.024 6.429 -0.79 -2.84 4.36
O -0.976 -1.737 5.619 1.52 0.46 -1.04
O -1.938 -1.708 7.657 0.16 2.92 -2.80
C -1.805 0.586 6.459 0.35 -3.24 1.06
F -1.954 1.014 5.227 -0.09 1.36 -2.42
F -2.795 1.165 7.145 0.06 0.04 0.55
F -0.625 1.038 6.898 0.10 0.31 0.26
C -0.900 -1.508 4.227 1.05 -0.05 -0.04
C 0.316 -2.277 3.582 -0.54 0.04 1.83
H 0.650 -1.904 2.613 -0.43 -0.13 -0.16
H 1.162 -2.194 4.263 0.11 0.40 0.08
H 0.121 -3.348 3.635 -0.17 -0.11 -0.62
H -0.733 -0.447 4.041 -0.22 0.11 -0.33
H -1.818 -1.855 3.754 -0.39 0.17 -0.31
H -2.891 -1.232 5.954 -0.77 0.60 -0.72
C -5.522 -1.759 2.250 0.55 0.58 -0.88
O -4.621 -2.290 1.244 -0.59 -0.93 -1.65
C -4.208 -1.405 0.149 0.78 0.21 2.03
C -3.897 -2.097 -1.211 -0.30 -1.04 0.47
N -3.344 -3.489 -0.961 -0.24 -0.15 0.74
H -3.688 -3.703 -0.036 -0.12 -0.32 1.20
H -3.855 -4.163 -1.513 0.21 -0.25 -0.62
C -1.850 -3.741 -0.925 -1.01 -0.97 -0.17
C -1.555 -5.146 -0.301 -0.24 1.24 -0.03
O -2.326 -5.336 0.835 0.18 0.13 0.76
C -2.262 -6.665 1.387 0.11 0.42 -0.15
H -4.992 -1.022 2.853 0.06 -0.06 0.15
H -5.880 -2.568 2.887 0.19 -0.02 -0.31
H -6.342 -1.252 1.741 -0.26 -0.12 0.12
H -3.330 -1.014 0.662 0.54 0.63 -1.04
H -4.905 -0.579 0.009 -0.17 -0.14 -0.20
H -3.184 -1.643 -1.900 -0.14 0.70 0.47
H -4.818 -2.296 -1.759 -0.06 0.27 0.04
H -1.468 -2.873 -0.388 0.50 -0.30 -0.12
H -1.538 -3.858 -1.963 0.32 0.77 0.08
H -0.485 -5.120 -0.097 0.22 -0.33 0.05
H -1.790 -5.926 -1.025 0.15 -0.14 -0.36
H -2.882 -6.644 2.284 -0.48 -0.28 -0.54
H -1.299 -7.009 1.763 0.55 0.63 -0.25
H -2.515 -7.336 0.566 -0.60 -0.42 0.39
C 5.144 2.970 -3.750 -0.63 0.38 -0.75
O 5.186 1.608 -3.424 -3.12 -0.36 -1.24
C 6.306 1.158 -2.844 1.45 -0.05 -0.06
C 6.113 -0.221 -2.228 -0.82 -0.22 0.06
N 5.099 -1.079 -3.052 1.38 -0.25 2.16
H 4.253 -0.531 -3.123 -0.40 0.45 -0.77
H 5.562 -1.299 -3.922 -0.58 0.10 -0.79
C 4.771 -2.413 -2.359 1.13 1.17 -0.29
C 3.902 -3.310 -3.185 0.08 0.16 -1.80
O 4.294 -3.268 -4.592 0.32 0.71 1.49
C 3.442 -4.048 -5.429 0.40 -0.63 1.30
H 4.135 3.179 -4.104 -0.31 0.07 0.90
H 5.662 3.255 -4.666 1.06 -0.36 0.15
H 5.476 3.554 -2.891 -0.20 0.33 -0.11
H 6.553 1.919 -2.103 0.94 -0.44 0.54
H 7.061 1.088 -3.627 0.75 0.05 0.18
H 5.715 -0.155 -1.215 -0.13 -0.10 -0.11
H 7.086 -0.712 -2.197 -0.27 -0.33 -0.04
H 4.275 -2.163 -1.421 0.13 -0.09 0.00
H 5.758 -2.840 -2.179 -0.14 -0.16 0.15
H 2.870 -2.971 -3.096 -0.24 -0.26 -0.01
H 4.061 -4.308 -2.774 -0.41 -0.23 -0.06
H 3.831 -4.023 -6.447 -0.39 0.37 0.13
H 2.410 -3.748 -5.249 -0.12 0.22 -0.70
H 3.527 -5.069 -5.057 -0.13 -0.38 -0.29
C 1.794 2.927 2.917 0.18 -0.78 -0.68
O 2.241 4.000 2.067 -1.22 0.19 0.34
C 1.405 4.376 0.985 -0.43 0.06 0.72
C -0.143 4.580 1.375 0.89 -0.24 -0.64
N -0.948 5.167 0.217 0.25 0.08 0.73
H -0.598 6.098 0.045 -0.55 0.99 0.48
H -0.660 4.783 -0.671 -0.26 -1.33 -0.43
C -2.471 5.057 0.418 0.50 0.57 -2.22
C -3.204 5.464 -0.919 1.05 -2.17 0.93
O -2.771 6.669 -1.364 0.09 2.46 0.54
C -3.575 7.297 -2.364 0.54 -0.50 -0.48
H 2.604 2.780 3.631 -0.41 0.12 0.13
H 1.636 1.989 2.383 0.60 -0.17 -0.61
H 0.804 2.989 3.370 0.12 1.11 0.49
H 1.596 3.697 0.153 -0.82 -0.46 -0.12
H 1.818 5.325 0.644 -0.18 0.31 0.13
H -0.262 5.292 2.193 0.25 -0.03 0.00
H -0.668 3.668 1.658 0.35 -0.12 -0.14
H -2.822 5.722 1.208 0.49 -0.27 0.22
H -2.615 3.990 0.588 -0.30 0.23 0.31
H -4.256 5.332 -0.665 -0.35 0.39 -0.36
H -2.894 4.789 -1.716 -0.48 -1.02 0.12
H -3.638 6.645 -3.235 -0.05 -0.22 -0.14
H -3.017 8.174 -2.690 -0.37 0.12 0.29
H -4.596 7.498 -2.041 0.14 0.25 0.30
```
Positions in Å, forces in eV/Å.

---

# 2
Molecular formula: C22H54F3N8O12P2V
Method: DFT, wB97M-V/def2-TZVPD

Values from the calculation:
⟨S²⟩: 0.83
Gap between HOMO and LUMO (alpha / beta), hartree: 0.2472 / 0.2659
2S+1: 2
Total charge: +1
LUMO (alpha / beta), eV: -4.630 / -4.123

Structure (XYZ):
```
102
Properties=species:S:1:pos:R:3:forces:R:3
O -25.715 6.388 13.508 -2.16 4.48 -0.99
V -26.216 7.945 13.441 5.21 -4.38 2.97
C -23.270 8.536 13.655 -1.72 1.19 0.12
O -23.098 7.230 13.248 0.66 0.28 -1.21
O -24.410 8.693 14.457 -1.60 -0.81 -0.64
C -22.015 9.201 14.269 -0.66 -0.57 0.64
F -21.779 8.766 15.515 0.11 0.04 0.09
F -20.924 8.970 13.538 0.18 0.02 -0.30
F -22.161 10.536 14.346 -0.04 -0.07 -0.39
C -22.249 6.343 13.956 0.20 -0.83 0.91
C -22.229 4.980 13.261 0.49 0.65 -0.55
H -21.363 4.391 13.566 -0.35 -0.14 0.71
H -23.174 4.456 13.366 0.08 -0.17 0.03
H -21.977 5.094 12.202 -0.49 0.32 -0.10
H -22.627 6.247 14.979 -0.10 -0.15 0.00
H -21.224 6.700 14.078 -0.07 0.25 -0.41
H -23.570 9.217 12.847 1.10 -0.69 -0.82
C -21.010 12.215 11.824 0.01 1.76 -0.35
N -20.086 12.240 10.652 -0.09 -2.05 -0.97
O -20.422 12.841 9.651 -0.01 0.41 0.78
O -19.151 11.452 10.680 0.13 0.54 0.31
H -21.103 13.276 12.066 -0.18 -0.11 0.32
H -20.619 11.656 12.661 0.12 -0.24 -0.25
H -21.970 11.903 11.425 0.05 -0.27 0.18
C -22.663 12.154 16.427 0.10 -0.78 -0.30
N -23.478 12.834 17.466 1.18 -0.04 0.01
O -24.668 12.910 17.287 -0.65 0.20 -0.18
O -22.878 13.246 18.433 -0.16 0.13 0.21
H -22.606 12.737 15.513 -0.16 0.32 0.21
H -23.148 11.216 16.181 -0.33 0.14 0.10
H -21.674 11.903 16.796 -0.01 0.44 0.24
C -16.417 8.156 13.894 0.63 0.83 -0.87
C -16.288 9.661 13.569 -2.21 -0.26 -0.19
C -17.643 10.438 13.633 0.43 -1.52 1.78
O -17.338 11.471 14.562 -0.51 1.53 -0.38
C -16.204 11.220 15.225 0.61 0.25 0.51
O -15.815 11.783 16.201 -0.40 0.04 -0.39
O -15.538 10.218 14.638 0.48 -0.26 -0.53
H -15.403 7.775 13.771 -0.06 -0.38 0.56
H -17.050 7.545 13.251 -0.18 0.43 -0.25
H -16.801 8.103 14.909 0.28 -0.23 0.11
H -15.951 9.973 12.579 1.14 -0.64 0.21
H -18.397 9.889 14.214 -0.15 -0.43 -0.85
H -17.983 10.714 12.639 -0.09 0.65 0.28
O -26.865 7.816 15.489 -0.17 -0.04 -1.99
P -26.864 7.887 16.993 -1.98 -0.44 1.42
N -26.536 9.372 17.551 1.26 0.65 0.66
C -27.504 10.455 17.736 -1.02 -0.91 -0.72
C -25.135 9.828 17.613 -0.33 -0.27 -0.48
N -25.870 6.795 17.736 -0.23 1.33 -0.98
C -25.386 5.631 16.989 0.75 0.39 0.54
C -25.442 6.949 19.140 -0.65 0.29 -0.95
N -28.438 7.575 17.551 0.77 -0.39 -0.99
C -28.718 7.335 18.974 0.08 1.09 -0.61
C -29.601 7.726 16.672 -0.45 0.54 0.89
H -27.090 11.297 18.281 0.16 -0.17 0.17
H -28.396 10.048 18.215 0.12 0.20 0.42
H -27.888 10.810 16.775 0.32 0.25 -0.09
H -24.883 10.004 18.659 0.29 0.21 -0.09
H -25.030 10.728 17.007 -0.09 -0.01 0.29
H -24.471 9.093 17.157 -0.01 -0.14 0.22
H -25.917 4.716 17.248 -0.17 -0.01 -0.19
H -25.361 5.838 15.921 -0.41 -0.12 -0.01
H -24.337 5.500 17.270 0.00 -0.18 0.03
H -24.378 6.723 19.127 -0.10 -0.46 0.75
H -25.558 7.971 19.501 0.02 0.10 -0.35
H -26.141 6.373 19.745 0.82 -0.54 0.43
H -29.782 7.546 19.069 -0.09 -0.65 0.37
H -28.406 6.346 19.300 -0.31 -0.09 0.08
H -28.266 8.105 19.608 0.33 -0.16 0.00
H -30.502 7.217 17.029 0.52 -0.73 0.22
H -29.395 7.353 15.675 0.00 0.44 -0.14
H -29.970 8.756 16.763 0.28 0.23 -0.94
O -25.863 8.526 11.384 -0.86 -0.10 2.55
P -25.357 8.094 10.045 0.83 -1.48 -3.10
N -24.252 9.170 9.422 -0.28 -0.32 0.78
C -23.186 9.636 10.315 0.01 -0.17 0.24
C -24.108 9.508 8.018 0.38 -0.35 -0.94
N -26.618 7.966 8.925 1.26 0.37 1.09
C -26.306 7.291 7.643 -0.85 0.60 0.81
C -28.003 7.902 9.381 0.57 -0.28 0.51
N -24.578 6.594 10.042 -0.66 0.73 0.72
C -23.316 6.345 9.365 0.57 1.21 0.07
C -25.315 5.381 10.407 -0.01 0.12 -0.32
H -22.463 10.195 9.727 -0.04 0.12 0.03
H -22.638 8.832 10.816 -0.06 -0.15 -0.16
H -23.592 10.259 11.114 -0.03 0.21 -0.20
H -23.431 10.351 7.895 -0.45 0.39 0.31
H -25.058 9.691 7.520 -0.04 0.26 0.26
H -23.592 8.756 7.403 -0.15 -0.39 0.34
H -27.007 6.461 7.554 0.38 -0.35 -0.20
H -26.486 7.969 6.808 0.04 0.02 -0.04
H -25.263 6.999 7.650 -0.07 -0.35 -0.23
H -28.095 8.373 10.360 -0.02 0.51 -0.30
H -28.637 8.385 8.643 -0.32 -0.19 0.15
H -28.263 6.862 9.610 -0.40 -0.05 -0.63
H -22.583 7.094 9.679 -0.03 -0.02 -0.10
H -22.856 5.401 9.646 -0.45 -0.23 -0.05
H -23.406 6.448 8.281 0.11 -0.44 -0.05
H -24.643 4.719 10.951 -0.10 -0.04 0.10
H -25.670 4.865 9.509 0.02 -0.09 -0.01
H -26.183 5.579 11.034 0.11 0.18 0.05
```
Positions in Å, forces in eV/Å.

---

Calculated calculated total energy in order - -60304.484, -112589.446 eV